46
Properties=species:S:1:pos:R:3:forces:R:3:nbo_charge:R:1 method="wB97M-V/def2-TZVPD" spin_multiplicity=1 charge=+1 homo_ev=-9.83 mol_weight_g_mol=451.29 homo_lumo_gap_ev=3.787
I 7.835 -2.971 1.070 0.2 0.0 -0.1 0.491
N 7.064 -1.143 0.390 -0.4 -0.1 0.4 -0.682
C 6.034 -0.605 1.349 0.0 0.3 0.3 -0.247
C 5.471 0.736 0.884 -0.3 -0.5 0.3 -0.556
S 3.909 0.632 -0.056 0.0 0.2 -0.4 0.304
C 3.085 -0.681 0.742 0.4 0.1 -0.1 0.234
N 2.320 -0.679 1.775 0.2 0.0 -0.3 -0.239
N 1.955 -1.996 1.964 -0.5 -0.4 0.8 -0.267
C 2.519 -2.698 1.059 0.3 0.5 -0.4 0.298
O 3.272 -1.929 0.227 -0.1 -0.3 0.0 -0.435
H 7.807 -0.452 0.290 0.2 -0.2 -0.2 0.443
H 6.639 -1.325 -0.522 0.0 0.2 0.0 0.449
H 6.518 -0.469 2.316 0.2 -0.1 -0.1 0.242
H 5.290 -1.387 1.480 -0.1 0.1 -0.1 0.240
H 5.309 1.357 1.764 0.1 0.0 -0.1 0.262
H 6.188 1.234 0.228 -0.1 0.2 0.0 0.238
H 2.477 -3.759 0.877 -0.1 0.0 0.0 0.227
O -3.430 -1.476 -1.684 1.2 0.6 -2.8 -1.033
P -2.988 -0.120 -1.269 -1.4 0.3 5.0 2.345
N -1.802 -0.496 -0.089 0.0 -0.1 -0.1 -0.820
C -1.687 -0.121 1.301 0.2 0.4 0.1 -0.397
C -0.651 -1.224 -0.583 -0.1 -0.1 -0.4 -0.412
N -4.473 0.482 -0.653 -0.3 -0.6 0.0 -0.798
C -4.606 1.110 0.646 0.1 0.6 -0.2 -0.408
C -5.667 -0.317 -0.925 -0.1 -0.2 0.0 -0.401
N -2.417 1.407 -1.647 0.0 -0.2 -1.6 -0.786
C -1.279 2.077 -1.045 0.4 -0.2 -0.1 -0.391
C -3.299 2.319 -2.377 0.0 0.0 -0.2 -0.401
H -0.805 0.513 1.484 0.0 0.0 0.0 0.167
H -1.578 -1.010 1.930 0.0 0.0 -0.1 0.192
H -2.544 0.426 1.673 0.0 0.0 -0.1 0.214
H 0.008 -0.583 -1.193 0.1 -0.1 0.0 0.155
H -0.958 -2.070 -1.202 0.0 0.0 0.0 0.229
H -0.062 -1.620 0.245 -0.1 0.0 0.1 0.188
H -4.590 0.379 1.463 0.0 0.0 0.0 0.177
H -5.558 1.644 0.704 0.0 0.0 -0.1 0.200
H -3.833 1.864 0.814 0.1 -0.1 0.0 0.193
H -5.749 -1.182 -0.256 0.0 0.0 0.0 0.182
H -5.673 -0.681 -1.948 0.1 -0.1 0.0 0.222
H -6.557 0.303 -0.795 0.1 0.1 0.1 0.186
H -1.534 2.502 -0.070 0.0 0.0 0.0 0.186
H -0.948 2.896 -1.686 -0.1 0.0 -0.1 0.199
H -0.419 1.420 -0.941 -0.1 -0.1 0.2 0.205
H -3.927 2.897 -1.694 0.0 0.0 0.0 0.194
H -3.950 1.775 -3.057 -0.1 0.0 0.1 0.217
H -2.717 3.018 -2.981 0.1 -0.1 0.0 0.192


14
Properties=species:S:1:pos:R:3:forces:R:3:nbo_charge:R:1 method="wB97M-V/def2-TZVPD" de_lowest_ev=3.4844 spin_multiplicity=1 smiles=OCC#C[C@H]1CN1 homo_ev=-9.30 mol_weight_g_mol=97.12 homo_lumo_gap_ev=10.144
O -2.361 -0.761 1.187 0.0 0.0 0.3 -0.696
C -1.644 -1.763 0.486 0.1 -0.3 -0.2 -0.131
C -0.332 -1.245 0.080 0.4 0.4 0.0 -0.054
C 0.655 -0.569 -0.086 -0.5 -0.2 0.1 -0.012
C 1.602 0.515 -0.210 0.1 -0.2 0.0 -0.172
C 1.299 1.567 -1.216 0.1 0.1 -0.3 -0.237
N 1.067 1.824 0.197 -0.1 0.1 0.2 -0.553
H -1.780 -0.444 1.891 -0.2 0.0 -0.1 0.469
H -1.530 -2.676 1.087 0.0 0.1 -0.1 0.189
H -2.249 -2.012 -0.390 0.1 0.0 0.1 0.207
H 2.630 0.333 0.089 -0.1 0.0 -0.1 0.225
H 0.450 1.393 -1.873 0.1 0.0 0.1 0.204
H 2.116 2.137 -1.649 -0.1 -0.1 0.0 0.203
H 0.078 1.700 0.408 0.2 0.1 0.0 0.357